# 1
49
Properties=species:S:1:pos:R:3:forces:R:3:nbo_charge:R:1 method="wB97M-V/def2-TZVPD" gap_ha=0.12322 total_charge=+2
C 1.7490 2.4360 -0.2532 0.00 0.02 0.02 -0.6321
C 0.7579 1.6083 -1.0698 -0.08 0.13 0.06 -0.3856
C -0.0421 0.5072 -0.3408 0.26 0.08 0.21 -0.1830
C -1.0305 1.1654 0.6651 -0.08 -0.11 -0.01 -0.4906
C -2.3703 0.4584 0.8399 -0.06 0.28 0.04 -0.4513
C -3.1792 0.0133 -0.3775 -0.03 -0.24 0.03 -0.1888
C -4.1503 -1.0266 0.2561 -0.06 -0.41 -0.28 -0.7082
C -3.8507 1.1369 -1.1812 -0.10 -0.04 0.03 -0.6272
S -0.4186 1.3063 2.3748 -0.11 0.15 0.08 2.3977
O -0.3827 2.6858 2.7172 0.08 -0.18 0.02 -0.8875
O -1.1154 0.3592 3.1994 0.00 0.13 -0.04 -0.9463
O 1.0592 0.8114 2.2254 0.22 -0.05 -0.27 -0.6901
C 1.2219 -0.5339 1.7300 0.18 0.02 -0.01 -0.0816
C 0.7847 -0.7034 0.2430 -0.34 -0.47 0.34 -0.7920
P -0.3035 -2.1879 0.0652 0.15 0.14 0.06 1.5462
O -1.4960 -2.3825 0.9561 -0.26 -0.06 -0.07 -1.1635
B 2.0851 -1.0439 -0.6885 -0.23 0.37 -0.09 1.2766
O 1.9489 -2.0484 -1.6431 -0.18 0.70 -0.59 -0.9604
N 3.3218 -0.3408 -0.5211 0.03 -1.20 -0.25 -0.7870
C 4.0053 -0.1369 -1.8070 0.16 0.18 -0.04 -0.4044
C 4.2479 -0.9420 0.4756 -0.05 0.61 0.42 -0.4119
H 1.2316 3.1573 0.3828 0.01 -0.06 0.03 0.2204
H 2.3955 3.0025 -0.9249 -0.08 0.01 0.00 0.2325
H 2.3872 1.8225 0.3745 0.02 -0.01 -0.06 0.2310
H -0.0007 2.3009 -1.4531 0.05 -0.10 -0.17 0.2107
H 1.2269 1.1828 -1.9640 0.12 -0.09 0.16 0.2059
H -0.6503 0.0514 -1.1314 -0.08 0.25 0.01 0.2044
H -1.1514 2.2143 0.3877 -0.07 -0.08 -0.08 0.2669
H -2.1520 -0.4278 1.4260 -0.03 0.02 0.03 0.2724
H -3.0266 1.0935 1.4504 0.07 0.01 -0.03 0.2263
H -2.5671 -0.5898 -1.0497 0.08 0.14 0.05 0.2223
H -3.9573 -0.9981 1.3480 -0.35 -0.01 0.05 0.2350
H -3.8548 -2.0377 -0.0960 0.19 0.03 -0.09 0.2092
H -5.2183 -0.8579 0.0056 0.00 0.60 -0.23 0.1519
H -3.6343 1.0471 -2.2451 0.00 0.02 0.03 0.2418
H -3.4934 2.1112 -0.8473 -0.01 -0.03 -0.02 0.2445
H -4.9391 1.1397 -1.0810 0.05 0.05 0.07 0.2076
H 2.2874 -0.6893 1.8348 0.03 -0.03 0.04 0.2317
H 0.7171 -1.2276 2.4071 -0.13 0.12 -0.03 0.2186
H -0.7154 -2.0430 -1.2772 0.15 -0.17 -0.06 -0.1100
H 0.5390 -3.3038 0.0390 0.02 -0.03 0.09 -0.0349
H 1.3652 -1.8961 -2.4003 0.12 -0.27 0.26 0.5140
H 3.2878 0.1334 -2.5839 0.02 0.03 0.04 0.1940
H 4.5479 -1.0258 -2.1430 -0.04 0.04 0.02 0.1982
H 4.7079 0.6929 -1.7094 0.01 -0.05 -0.01 0.2182
H 4.4756 -0.2357 1.2789 0.08 -0.01 -0.06 0.2107
H 5.1843 -1.2052 -0.0153 -0.06 -0.08 0.04 0.2243
H 3.8449 -1.8474 0.9372 0.07 -0.03 -0.10 0.1888
Yb -5.6802 -2.7062 1.1840 0.24 -0.30 0.38 1.9351

=====

# 2
49
Properties=species:S:1:pos:R:3:forces:R:3:nbo_charge:R:1 method="wB97M-V/def2-TZVPD" gap_ha="0.16086 / 0.18908" e_above_lowest_kcal_mol=121.70 total_charge=+3
C 7.5944 0.5412 -1.3416 0.34 0.24 0.04 -0.7317
C 6.3115 1.1106 -0.7942 1.60 3.13 1.30 0.5363
H 8.3913 1.2679 -1.1461 -0.22 -0.02 0.04 0.3081
H 7.5248 0.3820 -2.4231 -0.30 -0.06 0.12 0.3100
H 7.8513 -0.4000 -0.8431 -0.33 0.01 -0.01 0.3121
O 6.1348 2.1572 -0.2202 -0.53 -3.43 -1.66 -0.1953
I 4.4961 -0.1192 -1.0736 -0.17 -0.09 -0.03 0.5084
Pb 1.0986 -0.0204 0.1049 0.12 -0.98 -1.08 1.0094
P -0.3014 0.9152 -2.0643 0.00 0.35 -1.19 0.9030
C -1.3112 2.4079 -2.2141 -0.07 0.21 0.73 -0.9545
C 1.1634 1.3788 -3.0233 0.29 -0.03 0.30 -0.9606
H -0.6011 -1.1252 -3.3077 -0.13 0.16 -0.14 0.2795
H -1.2006 0.3355 -4.1777 -0.07 -0.12 0.17 0.2739
H -2.1576 -0.4052 -2.8370 0.11 0.10 -0.21 0.2559
C -1.1537 -0.1861 -3.2148 -0.04 -0.70 0.45 -0.9435
H 1.8494 0.5310 -3.0966 -0.14 0.00 -0.28 0.2483
H 0.8027 1.6900 -4.0081 0.36 0.01 0.05 0.2791
H -1.3676 2.6631 -3.2798 -0.03 -0.01 0.26 0.2813
H -0.8618 3.2292 -1.6476 -0.12 0.04 -0.21 0.2590
H 1.6938 2.1936 -2.5232 -0.08 0.14 -0.21 0.2473
H -2.3132 2.2201 -1.8155 0.06 0.10 -0.17 0.2655
C -1.0264 1.6043 0.9151 -2.82 3.30 1.66 0.4623
O -1.7694 2.3906 1.3003 2.37 -2.32 -1.34 -0.3443
Cl 1.0766 -2.1551 -1.4373 0.45 1.09 0.90 -0.5784
C -0.8466 -0.0856 4.5881 -0.68 0.18 0.29 -0.6692
C -0.0076 -0.9379 3.6712 0.39 0.66 -0.12 -0.0632
O -0.7576 -1.7190 2.5816 1.06 0.86 -1.37 -0.7001
P -1.4094 -0.8179 1.3237 -5.89 -3.42 2.30 1.9687
O -2.6566 -0.3138 2.2127 3.17 1.41 -2.10 -0.8463
C -3.6950 -1.0229 2.9036 -1.53 -0.22 0.79 -0.0668
C -3.5611 -2.4436 3.3895 0.29 -0.42 0.05 -0.6642
O -2.2828 -1.3389 0.0405 2.30 0.96 1.61 -0.8195
C -3.0255 -2.4378 -0.6512 -0.21 -0.96 -0.43 -0.0343
C -2.2245 -3.6964 -0.5853 0.53 -0.27 0.18 -0.6545
H -1.4445 0.6741 4.0773 0.09 -0.20 -0.03 0.2257
H -0.1982 0.4738 5.2775 0.17 -0.34 -0.27 0.2726
H -1.5062 -0.6752 5.2229 -0.04 -0.09 -0.07 0.2496
H 0.6677 -0.2524 3.1454 0.12 -0.22 -0.25 0.1729
H 0.6431 -1.6069 4.2527 -0.61 -0.45 -0.68 0.2589
H -3.8175 -0.3805 3.7701 -0.39 0.06 0.05 0.2227
H -4.5507 -0.9233 2.2373 -0.14 -0.03 0.18 0.2125
H -2.7686 -2.5891 4.1335 -0.04 0.04 -0.31 0.2277
H -4.4962 -2.6851 3.9211 0.18 0.27 -0.21 0.2809
H -3.4889 -3.1964 2.5971 0.19 0.15 0.03 0.2181
H -4.0093 -2.5359 -0.1851 0.25 0.36 0.37 0.2293
H -3.2104 -2.1690 -1.7008 0.41 0.58 0.47 0.2214
H -2.0903 -4.0269 0.4487 -0.02 -0.03 -0.08 0.2229
H -2.7056 -4.5081 -1.1382 -0.07 0.19 0.05 0.2725
H -1.2391 -3.5200 -1.0293 -0.18 -0.18 0.05 0.2306

=====

# 3
46
Properties=species:S:1:pos:R:3:forces:R:3:mulliken_charge:R:1 method="wB97M-V/def2-TZVPD" gap_ha=0.24033 e_above_lowest_kcal_mol=146.52 total_charge=0
C 2.2456 2.3998 1.2827 0.11 -0.10 0.16 -1.3615
C 1.1224 1.8722 0.5669 0.14 -0.69 0.48 0.8602
N 0.6750 0.6017 0.9106 3.65 1.78 2.42 -0.1800
C 1.2422 -0.0949 1.9320 0.56 0.98 -0.09 0.8956
C 2.3536 0.3851 2.6241 -0.34 -0.14 -0.18 -0.9477
C 2.8574 1.6586 2.2772 -0.37 0.02 -0.33 -0.2735
C 0.4953 2.5626 -0.5070 -0.36 -0.01 0.00 -1.1309
P -1.0345 1.9084 -1.1346 0.03 5.44 -2.29 0.3761
Tl -0.9715 -0.2364 -0.2350 -12.19 3.76 9.40 2.3130
P -0.5221 -2.1064 1.0389 1.87 -4.94 3.71 0.0615
C 0.5521 -1.3731 2.3734 -0.28 -0.43 0.11 -1.2851
O 2.2951 1.0875 -2.2851 0.14 0.76 0.33 -0.7694
O 2.5004 -1.4235 -1.2809 -0.10 0.45 -0.74 -0.6420
H 2.6096 3.3976 1.0194 -0.13 -0.37 0.11 0.3983
H 2.7954 -0.2034 3.4323 -0.17 0.22 -0.31 0.4294
H 3.7231 2.0672 2.8105 -0.35 -0.16 -0.23 0.3895
C -2.4643 2.9805 -0.6674 0.11 -0.06 0.01 -1.2351
C -1.0135 2.0545 -2.9744 0.09 0.26 0.02 -1.2585
H 1.2777 -2.1043 2.7698 -0.24 0.33 -0.16 0.4745
H -0.1386 -1.1184 3.2012 0.27 -0.07 -0.32 0.3846
H 1.6769 1.6337 -1.7004 0.34 -0.25 -0.38 0.3272
H 0.7711 3.6123 -0.6738 -0.06 -0.43 0.08 0.2857
C -1.8788 -2.9665 1.9302 0.01 0.10 0.01 -1.2177
C 0.4878 -3.4509 0.3009 0.11 -0.14 0.26 -1.1372
H -0.4671 -0.5748 -1.4778 4.81 -3.04 -9.61 0.0930
H 2.4715 -1.8637 -2.1494 0.06 0.14 0.52 0.2976
H 2.5064 -0.4593 -1.5431 0.07 -0.68 0.21 0.3659
H 3.1157 1.6119 -2.2956 -0.40 -0.34 -0.05 0.2755
H -1.9248 0.2520 0.9467 -2.49 1.31 3.37 -0.3693
H 0.2020 -0.6969 -1.0059 6.38 -2.58 -5.14 -0.2854
H -2.3253 4.0083 -1.0461 -0.04 -0.42 0.17 0.3970
H -3.3919 2.5534 -1.0862 0.33 0.17 0.18 0.3718
H -2.5387 2.9984 0.4314 -0.02 -0.03 -0.40 0.3254
H -0.9861 3.1142 -3.2846 0.01 -0.45 0.00 0.3756
H -0.1097 1.5458 -3.3478 -0.35 0.18 0.03 0.3553
H -1.9129 1.5708 -3.3918 0.32 0.22 0.13 0.3738
H 0.7809 -4.2000 1.0571 -0.05 0.21 -0.37 0.4002
H -0.1010 -3.9397 -0.4943 0.23 0.15 0.29 0.3080
H 1.3782 -2.9736 -0.1446 -0.32 -0.30 0.20 0.2945
H -1.4975 -3.7375 2.6217 -0.11 0.33 -0.27 0.4123
H -2.4677 -2.2173 2.4838 0.18 -0.29 -0.23 0.3469
H -2.5374 -3.4325 1.1782 0.24 0.17 0.34 0.3567
Cl -4.1276 -1.2815 -0.1891 -0.20 -0.19 -0.02 -0.2015
C -2.6070 -1.5512 -1.0727 -0.87 -0.91 -1.89 -1.0840
H -2.3528 -2.6302 -1.0757 -0.37 0.45 -0.02 0.4180
H -2.7644 -1.2403 -2.1261 -0.27 -0.42 0.47 0.4156

=====

# 4
60
Properties=species:S:1:pos:R:3:forces:R:3:nbo_charge:R:1 method="wB97M-V/def2-TZVPD" gap_ha=0.37673 total_charge=0
Li 1.1330 -0.1809 0.6533 -0.76 0.45 -1.13 0.8920
N 1.9176 -0.8382 2.2296 -1.60 -0.67 3.65 -1.2069
S 3.3682 -1.1489 2.6799 6.57 -0.24 -2.55 2.4308
O 3.7443 -2.5279 2.7168 -0.58 0.46 0.15 -0.8857
O 3.9933 -0.2698 3.6321 -1.13 -0.30 -0.20 -0.8959
F 4.0259 -0.6464 1.2706 -0.36 -0.06 0.45 -0.5307
S 1.2471 -1.2157 3.7383 -5.28 -0.53 0.25 2.3939
O 1.2200 -0.1611 4.7039 0.79 -0.12 -0.71 -0.8880
O 1.3252 -2.5792 4.1654 1.15 0.84 -0.31 -0.8577
F -0.2890 -1.2128 3.2167 0.68 0.40 -0.37 -0.5182
C 1.9505 2.8652 2.4876 0.87 0.61 -0.82 -0.2616
O 0.6744 2.7073 3.0759 -0.03 -0.30 0.42 -0.5048
C -0.1833 1.8905 2.4792 -0.38 0.07 1.22 1.0266
O -0.0995 1.4905 1.3503 0.38 -0.45 -0.85 -0.6862
O -1.2084 1.5509 3.2535 -0.03 -0.12 -0.64 -0.4854
C -1.2661 1.8572 4.6307 -0.10 0.89 1.36 -0.2616
H 2.4826 3.6000 3.0864 -0.16 0.00 0.11 0.2040
H 1.8683 3.2501 1.4678 -0.18 0.03 0.05 0.1785
H 2.5778 1.9733 2.4369 -0.49 -0.32 0.33 0.2109
H -1.6761 1.0322 5.2096 0.24 -0.42 -0.49 0.2047
H -1.9549 2.6831 4.8303 0.00 0.12 -0.49 0.1787
H -0.3100 2.1547 5.0567 0.08 -0.30 -0.23 0.2135
C 3.9648 2.9634 -0.8376 0.94 0.66 1.39 -0.2757
O 2.6538 3.1075 -1.3623 0.08 -0.44 -0.51 -0.5136
C 1.8946 2.0123 -1.3754 -1.20 0.60 -0.74 1.0227
O 2.1067 0.9921 -0.7952 0.33 -0.64 0.67 -0.6548
O 0.7718 2.1686 -2.1055 0.80 -0.08 0.55 -0.4964
C 0.6535 3.2840 -2.9891 -0.73 0.15 -0.03 -0.2585
H 4.7281 3.2862 -1.5429 -0.33 -0.22 -0.41 0.1981
H 4.1954 1.9836 -0.4245 -0.33 -0.20 -0.41 0.2284
H 4.0544 3.6531 0.0072 -0.15 0.02 -0.06 0.1885
H 1.1088 3.0400 -3.9477 0.21 0.18 0.08 0.1900
H 1.0170 4.2113 -2.5529 0.24 -0.14 -0.11 0.2023
H -0.4202 3.4002 -3.1366 0.05 -0.05 -0.09 0.1945
C -0.3231 -4.6834 -0.8285 -0.14 -0.21 0.76 -0.6449
C -0.9006 -3.8528 0.3006 0.50 -0.29 0.63 -0.0705
O -1.8910 -2.9162 -0.1972 0.01 0.25 0.14 -0.8135
P -1.4055 -1.6985 -1.0840 -0.10 -0.56 -0.26 2.6193
O -0.1548 -1.0757 -0.6239 -0.03 0.09 -0.03 -1.1534
O -1.2663 -2.2633 -2.5721 0.22 1.04 0.67 -0.8313
C -2.3922 -2.7673 -3.3237 0.56 -0.06 0.20 -0.0628
C -2.2023 -2.3590 -4.7704 -0.17 -0.79 0.08 -0.6247
O -2.7146 -0.7938 -1.1211 0.85 -0.52 0.33 -0.8056
C -2.5826 0.5746 -1.4826 -1.07 1.86 0.17 -0.0781
C -3.9780 1.1806 -1.4156 -0.25 -0.41 -0.43 -0.6163
H 0.3058 -5.4696 -0.4068 0.03 0.05 0.04 0.2269
H -1.1704 -5.1786 -1.3031 0.22 0.07 -0.48 0.2074
H 0.2943 -4.0891 -1.4966 -0.21 -0.04 -0.24 0.2252
H -1.3651 -4.4802 1.0619 -0.67 -0.04 -0.45 0.1985
H -0.1421 -3.3697 0.9217 0.11 0.59 -0.56 0.2027
H -2.3376 -3.8359 -3.1078 -0.47 -0.08 -0.56 0.1883
H -3.3338 -2.3530 -2.9598 0.09 -0.07 0.22 0.1908
H -2.9882 -2.8443 -5.3536 -0.14 0.31 -0.07 0.2165
H -2.2578 -1.2758 -4.8523 -0.02 -0.01 -0.15 0.2124
H -1.2685 -2.7270 -5.1941 0.16 0.15 0.22 0.2197
H -2.0154 1.1838 -0.7748 0.66 -0.73 0.06 0.2076
H -2.1858 0.7417 -2.4860 0.25 -0.52 0.00 0.1749
H -4.3411 1.2100 -0.3895 -0.01 -0.03 -0.01 0.2172
H -3.9923 2.1889 -1.8308 0.15 0.03 0.09 0.2112
H -4.6605 0.5773 -2.0186 -0.11 0.05 0.09 0.2061

=====

# 5
60
Properties=species:S:1:pos:R:3:forces:R:3:nbo_charge:R:1 method="wB97M-V/def2-TZVPD" gap_ha=0.28794 smiles="N=P(O)(O)[C@]1(S)C(=O)O[C@@H](P(O)(O)=S)[C@@]1(S)PP(=O)(O)O.CCOC(C)=O.CCOC(C)=O" total_charge=0
N 1.5605 -1.3472 5.3668 0.36 0.58 -2.53 -1.3350
P 1.5176 -0.8961 3.8144 1.98 -4.01 4.06 2.1126
O 3.1343 -0.7973 3.2929 -2.07 0.12 -0.51 -0.9770
O 0.6939 -2.1916 3.0210 2.18 3.20 -0.48 -0.9200
C 0.5589 0.7528 3.7503 -1.75 -0.54 -0.62 -0.6345
S 0.4952 1.3910 5.4912 -0.09 0.13 -0.18 0.0738
C -0.9487 0.2758 3.3967 -3.56 -0.92 0.72 0.7915
O -1.9512 0.1275 4.1375 5.02 0.50 -3.40 -0.4950
O -1.0048 0.0249 1.9663 0.49 2.33 2.25 -0.5131
C -0.0851 0.9808 1.3711 2.47 -1.59 -0.51 -0.2943
P -0.8979 2.0013 -0.0061 -2.34 0.75 -1.92 1.7171
O -1.1156 0.9177 -1.3387 1.70 1.44 2.86 -0.9982
O 0.1142 3.2775 -0.5936 -0.82 -3.58 -0.05 -0.9516
S -2.6937 2.6238 0.4518 1.25 -0.25 -0.01 -0.5371
C 0.7603 1.7686 2.5237 -1.57 0.08 -0.56 -0.4168
S 2.4344 1.9804 1.7460 0.59 0.25 0.35 0.0057
P -0.1443 3.4363 2.8121 -0.34 0.07 -1.10 0.2099
P 1.2443 5.0425 3.2893 -0.38 3.76 5.11 1.9468
O 0.6282 5.7976 4.5024 1.37 -2.23 -3.32 -1.0693
O 2.7986 4.5305 3.7988 -1.53 1.54 -2.86 -0.9372
O 1.2745 6.1572 1.9999 1.07 -2.06 1.18 -0.9684
H 2.5515 -1.4175 5.6571 -0.93 0.10 0.02 0.3693
H 3.6915 -1.4282 3.8054 -0.89 0.50 -0.35 0.5188
H 1.0350 -2.1759 2.0920 -0.77 -0.27 0.52 0.4973
H -0.2885 0.4238 6.1494 0.90 0.69 -1.30 0.2068
H 0.7671 0.3816 0.8552 -1.59 0.64 0.55 0.2370
H -0.7537 0.0315 -1.0695 -0.50 0.30 -0.23 0.5291
H 0.5082 2.8722 -1.4171 -0.14 0.60 0.87 0.5119
H 2.3226 2.9654 0.7599 -0.84 -0.78 1.04 0.1831
H -0.9825 3.3193 3.9895 1.20 0.08 -0.40 0.1076
H 3.4092 4.8510 3.0831 -0.30 -0.69 0.96 0.4906
H 1.7664 6.9773 2.2410 -0.56 -0.83 0.15 0.5139
C -2.9836 -5.4539 -0.7640 0.08 0.06 -0.23 -0.6372
C -2.9539 -4.4862 0.4014 -0.22 -0.28 -0.15 -0.0696
O -1.8698 -3.5523 0.2686 0.41 0.49 0.32 -0.4933
C -1.9398 -2.4076 -0.4254 -0.01 -0.01 -0.26 0.8392
C -3.0872 -2.1933 -1.3687 -0.53 0.44 0.20 -0.7520
O -1.0417 -1.5939 -0.3433 0.12 -0.82 0.19 -0.6341
H -3.1549 -4.9374 -1.7110 -0.10 -0.03 0.07 0.2062
H -3.7733 -6.1957 -0.6275 0.05 0.06 0.02 0.2243
H -2.0262 -5.9724 -0.8545 -0.08 0.00 0.11 0.2215
H -3.9049 -3.9667 0.5410 0.12 0.06 -0.10 0.1838
H -2.7677 -5.0410 1.3238 0.20 0.27 -0.06 0.2078
H -2.8050 -2.5430 -2.3636 -0.02 -0.01 0.08 0.2449
H -3.3028 -1.1229 -1.4113 0.24 -0.08 -0.11 0.2641
H -4.0090 -2.6773 -1.0546 0.09 -0.19 -0.11 0.2261
C 1.7729 -0.1911 -6.8336 -0.05 0.22 -0.02 -0.6373
C 1.7354 -1.1072 -5.6274 -0.06 0.12 -0.25 -0.0668
O 2.2390 -0.4418 -4.4588 0.33 -0.31 0.43 -0.5053
C 1.4951 0.3315 -3.6477 0.01 0.52 0.32 0.8091
C 0.1427 0.7877 -4.1110 -0.56 -0.36 0.10 -0.7703
O 1.9502 0.7149 -2.5888 -0.05 -0.36 -0.69 -0.6046
H 1.1330 0.6828 -6.6942 -0.05 -0.12 -0.03 0.2099
H 1.4430 -0.7213 -7.7296 0.03 0.01 0.06 0.2199
H 2.7865 0.1815 -6.9988 -0.04 -0.14 0.02 0.2218
H 0.7409 -1.5221 -5.4454 0.02 0.14 0.04 0.1763
H 2.3971 -1.9588 -5.8031 0.04 0.15 0.27 0.1999
H 0.2402 1.7549 -4.6084 0.01 -0.08 -0.02 0.2446
H -0.4990 0.8961 -3.2332 0.29 0.21 -0.27 0.2809
H -0.3578 0.0821 -4.7710 0.12 0.12 -0.23 0.2148

=====

no.,F_max (Eh/bohr),E_tot (a.u.)
1,0.0239,-2826.83978
2,0.1399,-2481.91976
3,0.3082,-1993.58678
4,0.1372,-2926.72307
5,0.1236,-4066.34441